H26O13Xe | ωB97M-V/def2-TZVPD

Geometry (Å):
Xe -0.450 -0.202 -0.693
O -2.075 -2.133 -3.343
H -1.487 -2.706 -2.851
H -2.736 -2.723 -3.705
O 1.101 -3.804 0.146
H 1.399 -4.693 0.338
H 0.594 -3.890 -0.662
O 2.995 1.987 1.329
H 3.882 1.655 1.189
H 2.479 1.209 1.541
O -3.743 -0.258 -2.380
H -3.391 0.624 -2.503
H -3.106 -0.832 -2.807
O -3.284 2.456 -2.731
H -2.864 2.729 -1.915
H -4.215 2.630 -2.592
O -0.101 -2.450 2.760
H 0.123 -2.810 1.902
H 0.657 -2.649 3.309
O 3.212 -2.028 0.978
H 2.490 -2.550 0.628
H 3.750 -2.655 1.460
O 1.605 3.522 -0.478
H 2.290 3.080 0.023
H 1.454 2.952 -1.232
O -0.561 3.430 1.155
H -1.213 3.658 0.492
H 0.263 3.371 0.671
O -2.875 -2.340 1.063
H -3.416 -2.130 1.824
H -2.970 -1.583 0.485
O 1.580 -0.357 2.413
H 2.326 -0.869 2.099
H 0.860 -0.986 2.461
O 1.438 2.202 -2.902
H 1.823 1.337 -2.761
H 2.166 2.741 -3.212
O -0.066 1.681 3.218
H 0.406 1.034 2.694
H -0.338 2.349 2.588

HOMO-LUMO gap ... 8.84 eV
Lowest unoccupied orbital energy ... -0.619 eV
Total energy ... -36002.528 eV
HOMO level ... -0.348 Ha
Energy above the lowest of the compared OMol25 structures with the same formula, charge and spin ... 110.14 kJ/mol
F_max ... 0.021 Eh/bohr

C23H26FNO5S | ωB97M-V/def2-TZVPD

Geometry (Å):
C -3.326 -1.206 -5.007
C -2.800 -0.164 -4.034
N -2.173 -0.791 -2.846
C -1.023 -0.341 -2.308
C -0.500 -0.875 -1.126
C 0.681 -0.386 -0.576
C 1.450 -1.297 0.256
C 2.819 -1.517 -0.020
C 3.531 -2.491 0.675
C 2.904 -3.254 1.671
C 1.551 -3.040 1.968
C 0.816 -2.124 1.212
C -2.869 -1.876 -2.183
C -4.025 -2.313 -3.062
O -3.525 -2.477 -4.402
H -4.294 -0.873 -5.415
H -2.617 -1.361 -5.828
H -2.061 0.473 -4.527
H -3.648 0.472 -3.724
H -0.511 0.480 -2.817
H -0.954 -1.765 -0.673
H 1.186 0.421 -1.170
H 3.275 -0.958 -0.845
H 4.568 -2.688 0.399
H 3.470 -3.996 2.236
H 1.048 -3.634 2.724
H -0.264 -2.053 1.350
H -2.177 -2.726 -2.080
H -3.209 -1.578 -1.180
H -4.352 -3.328 -2.777
H -4.849 -1.571 -2.968
C -2.723 2.942 -1.317
C -1.371 3.508 -0.995
O -0.631 2.385 -0.453
C 0.643 2.728 -0.135
C 1.243 1.523 0.568
F 2.560 1.735 0.748
S 0.403 1.469 2.240
C 1.754 1.104 3.372
C 2.734 0.187 3.020
C 3.805 -0.049 3.881
C 3.876 0.645 5.096
C 2.878 1.557 5.448
C 1.803 1.775 4.591
O -0.020 2.785 2.639
O -0.526 0.359 2.190
O 1.171 3.812 -0.321
H -3.283 3.588 -1.999
H -2.652 1.943 -1.759
H -3.302 2.842 -0.393
H -0.862 3.903 -1.888
H -1.417 4.276 -0.210
H 2.622 -0.361 2.092
H 4.550 -0.802 3.617
H 4.697 0.436 5.788
H 2.913 2.081 6.409
H 1.011 2.466 4.849

HOMO-LUMO gap ... 6.91 eV
Lowest unoccupied orbital energy ... -0.416 eV
Total energy ... -49548.561 eV
HOMO level ... -0.269 Ha
Energy above the lowest of the compared OMol25 structures with the same formula, charge and spin ... 0.00 kJ/mol
F_max ... 0.063 Eh/bohr